# 1
Here is a cluster of 11 separate species, C61H144N8O11 in total at a distorted geometry from the OMol25 dataset. Energies are from ωB97M-V/def2-TZVPD.

Geometry (Å):
C  15.8948  9.6288  14.6059
C  15.2547  10.8775  15.2066
C  16.3723  11.7639  15.7372
C  14.4602  11.5935  14.1226
C  13.1182  11.0146  13.7785
C  12.3929  10.8750  15.1494
C  13.0693  9.9714  16.1510
C  12.4104  10.0501  17.5199
C  13.1081  8.4855  15.6737
N  14.4028  10.5206  16.3495
O  15.1629  9.6644  17.2768
H  16.3779  9.1230  15.4426
H  15.2086  8.9400  14.1068
H  16.6292  9.9855  13.8501
H  17.0990  11.2140  16.3181
H  16.9502  12.1127  14.8870
H  15.9141  12.6014  16.3602
H  14.2346  12.6503  14.4873
H  15.0188  11.6673  13.1477
H  12.6358  11.7922  13.1439
H  13.1580  10.0895  13.2865
H  11.3379  10.6245  14.9670
H  12.3451  11.8259  15.6574
H  12.1501  11.1030  17.6799
H  13.1171  9.6433  18.3268
H  11.4266  9.5361  17.5084
H  13.3571  8.5723  14.6160
H  12.1233  7.9876  15.8510
H  13.8855  8.0014  16.2406
H  15.4603  10.3300  17.9972
C  19.5103  16.4094  13.4379
C  18.9146  17.4921  12.5869
C  17.4913  16.9873  12.2121
C  18.8501  18.8392  13.4099
C  20.1732  19.5443  13.4274
C  20.8085  19.7113  12.0332
C  20.9976  18.3880  11.3375
C  21.4312  18.6308  9.8860
C  22.1157  17.6411  12.0252
N  19.6551  17.6407  11.3761
O  19.7187  16.4501  10.6766
H  20.5326  16.7483  13.7184
H  18.8762  16.1544  14.3413
H  19.6891  15.4871  12.8677
H  16.8665  17.1183  13.0802
H  17.0957  17.6746  11.3832
H  17.3874  16.0045  11.7792
H  18.1714  19.5799  12.8875
H  18.4916  18.6345  14.4405
H  20.0576  20.6176  13.7505
H  20.7853  18.9741  14.0909
H  21.7241  20.2765  12.0340
H  20.1423  20.4359  11.5070
H  20.6087  19.1247  9.3649
H  21.8054  17.7080  9.4561
H  22.2618  19.3401  9.9127
H  22.3141  16.6996  11.5217
H  21.9955  17.3795  13.0505
H  23.0937  18.1377  11.8975
H  19.3749  16.5994  9.8136
C  22.4887  14.0489  11.5589
C  21.7195  12.7409  11.5631
C  22.1904  11.8528  10.4443
C  21.9657  12.0621  12.9016
C  20.9419  10.9077  13.1936
C  19.4201  11.3420  12.9983
C  19.1922  12.0794  11.7102
C  19.0570  11.1475  10.4290
C  17.8986  12.8827  11.9076
N  20.2891  13.0498  11.5170
O  19.9426  13.7534  10.3370
H  23.5471  13.8353  11.7238
H  22.4579  14.5581  10.5832
H  22.0306  14.6315  12.3934
H  21.8519  10.8154  10.6653
H  21.8603  12.2368  9.4615
H  23.2886  11.9620  10.4987
H  22.9748  11.6059  12.9831
H  21.8010  12.7907  13.7323
H  21.2820  10.0311  12.5929
H  21.0073  10.6153  14.2255
H  19.1067  12.0243  13.7876
H  18.8832  10.4175  13.0812
H  19.9110  10.5488  10.1160
H  18.9480  11.8524  9.6129
H  18.2625  10.4412  10.5705
H  17.1348  12.2302  12.3437
H  17.4510  13.3420  10.9492
H  18.0854  13.6711  12.6092
H  20.0403  14.6755  10.6357
C  19.0405  11.6355  19.2353
C  18.3834  10.5570  20.0702
C  18.3569  9.3197  19.2019
C  19.2140  10.1900  21.2905
C  18.4348  9.3051  22.2602
C  17.1258  10.0313  22.6636
C  16.3060  10.3940  21.4071
C  15.6325  9.0427  21.0399
C  15.1427  11.3538  21.8475
N  17.0842  11.0316  20.4335
O  16.3754  11.3244  19.2095
H  19.1377  12.5670  19.8554
H  19.9986  11.3415  18.8702
H  18.3990  11.8791  18.4525
H  17.7056  9.2993  18.3336
H  19.3021  9.0650  18.7328
H  17.9254  8.5674  19.7742
H  20.0920  9.6698  20.8428
H  19.6080  11.0852  21.7361
H  18.1856  8.3374  21.7171
H  19.0588  8.9974  23.1807
H  17.4417  10.9397  23.2143
H  16.5118  9.4254  23.3672
H  16.2631  8.1961  21.0687
H  14.9347  8.9949  20.1943
H  14.9567  8.8977  21.8964
H  14.3502  11.5479  21.1111
H  15.5560  12.3174  22.1314
H  14.6661  11.0204  22.7598
H  16.2798  12.3100  19.3449
C  22.9778  10.3340  19.9122
O  23.9193  9.8609  18.9043
C  23.7308  10.5540  17.6575
C  24.9368  10.3922  16.6741
C  26.1396  11.1119  17.2035
N  24.5673  10.9000  15.3532
H  23.3020  11.3178  20.3096
H  22.8805  9.6200  20.7090
H  22.0433  10.4530  19.4011
H  22.7604  10.2428  17.1992
H  23.7369  11.6305  17.8052
H  25.1365  9.3307  16.5337
H  26.4615  10.7466  18.1493
H  25.9315  12.2063  17.2094
H  26.9178  10.9248  16.4645
H  23.6069  10.6859  15.1229
H  24.7658  11.8997  15.3230
C  14.5741  19.1838  14.8519
O  15.1574  19.0179  16.1476
C  15.9717  17.8012  16.2040
C  16.7988  17.6234  17.4918
C  17.6368  18.8210  17.7869
N  17.5746  16.3809  17.2548
H  15.2552  19.0686  14.0363
H  14.0957  20.1447  14.8702
H  13.8837  18.3236  14.7214
H  15.3681  16.8953  16.1610
H  16.7132  17.8542  15.4281
H  16.1624  17.4587  18.3680
H  18.3778  18.9785  17.0061
H  18.2112  18.6358  18.6969
H  17.0943  19.7559  17.8528
H  18.0717  16.5839  16.4180
H  18.2973  16.3983  18.0029
C  12.5063  14.8427  16.4574
O  12.8748  14.8187  17.8268
C  14.1398  14.1393  17.9540
C  14.7215  14.2348  19.4080
C  14.1810  15.5034  20.0367
N  16.2285  14.1909  19.3270
H  13.3977  15.0471  15.8914
H  11.7968  15.6650  16.2906
H  12.0785  13.8205  16.2013
H  14.1016  13.0717  17.7165
H  14.8215  14.6932  17.2626
H  14.3508  13.3328  19.9305
H  14.4520  16.2865  19.3724
H  14.5919  15.7541  20.9978
H  13.1539  15.3864  20.3045
H  16.6093  14.8674  18.6670
H  16.5947  14.3884  20.2444
C  27.1509  17.2832  17.1574
O  26.7896  16.9099  18.4736
C  26.1866  15.6355  18.4747
C  25.5146  15.4118  19.8207
C  24.6286  14.1919  19.7486
N  24.5812  16.6045  20.1068
H  26.2934  17.3364  16.5788
H  27.8655  16.6265  16.7328
H  27.7499  18.2451  17.1874
H  25.5491  15.6097  17.5516
H  26.9703  14.9304  18.2906
H  26.2769  15.3036  20.6270
H  24.0446  14.0037  20.6388
H  25.2917  13.2644  19.5736
H  23.8661  14.2281  18.9281
H  24.0914  16.5634  20.9927
H  25.0282  17.5041  19.8850
C  23.3095  18.0575  16.6007
C  22.6765  18.6563  17.7907
C  21.4691  19.5275  17.4744
O  22.1855  17.5545  18.5457
H  22.5441  17.5010  16.0348
H  24.1624  17.4186  16.9132
H  23.6563  18.8748  15.9604
H  23.3976  19.1520  18.4510
H  20.9644  19.1612  16.5756
H  21.7801  20.5839  17.3601
H  20.7141  19.4359  18.2485
H  22.9726  17.0986  18.9515
C  19.5914  18.0044  21.5947
C  19.3097  16.7070  20.8341
C  20.4015  15.6938  21.0463
O  18.0495  16.1216  21.1545
H  18.8741  18.8043  21.3069
H  20.5550  18.3633  21.3196
H  19.5893  17.7465  22.6859
H  19.3594  16.9499  19.7484
H  20.3941  15.3414  22.1057
H  21.4404  16.1119  20.7948
H  20.2176  14.8120  20.3879
H  17.4390  16.8798  21.1590
C  19.6578  13.9624  16.1963
C  20.8132  14.8185  16.7486
C  22.1755  14.7411  15.9376
O  20.4943  16.2005  16.9549
H  18.9948  14.5720  15.6001
H  19.0695  13.5986  17.0464
H  20.0363  13.1191  15.6018
H  21.0359  14.3998  17.6989
H  22.9364  15.2558  16.4883
H  22.1893  15.1880  14.9198
H  22.3639  13.6473  15.9027
H  21.1638  16.5995  17.5769

E_LUMO, eV: 0.43
M, g/mol: 1165.87
Frontier orbital gap, eV: 8.29
Total charge: 0
SMILES string: CC1(C)CCCC(C)(C)N1O.CC1(C)CCCC(C)(C)N1O.CC1(C)CCCC(C)(C)N1O.CC1(C)CCCC(C)(C)N1O.COC[C@H](C)N.COC[C@H](C)N.COC[C@H](C)N.COC[C@H](C)N.CC(C)O.CC(C)O.CC(C)O


# 2
Here is a structure of composition C61H48AlCl2N3O7S from the OMol25 dataset. Energies are from ωB97M-V/def2-TZVPD.

Geometry (Å):
Al  0.2912  -0.0871  0.0350
C  -0.9880  -6.4867  -0.2339
C  -1.7027  -5.1634  -0.4382
C  -3.1537  -5.3740  -0.8615
O  -0.9951  -4.4402  -1.4145
C  -1.1169  -3.0532  -1.0840
C  -1.1589  -3.0640  0.4644
O  -1.6810  -4.3784  0.7351
C  0.0638  -2.7279  1.3578
O  0.6284  -1.5568  0.9118
C  -0.4186  -2.5118  2.8158
C  0.5246  -2.0101  3.7141
C  0.1971  -1.8017  5.0440
C  -1.0912  -2.0746  5.4973
C  -2.0349  -2.5599  4.6072
C  -1.7003  -2.7863  3.2750
C  1.1103  -3.8539  1.4167
C  0.8563  -5.0442  2.1015
C  1.8232  -6.0348  2.1829
C  3.0658  -5.8568  1.5821
C  3.3338  -4.6662  0.9226
C  2.3644  -3.6717  0.8512
C  -0.1788  -2.1683  -1.9489
O  -0.2374  -0.8658  -1.4855
C  -0.7227  -2.1202  -3.4074
C  -1.5764  -3.0602  -3.9755
C  -1.9948  -2.9317  -5.2989
C  -1.5638  -1.8675  -6.0736
C  -0.7109  -0.9222  -5.5119
C  -0.2993  -1.0489  -4.1954
C  1.2669  -2.7127  -2.1282
C  2.3586  -1.8730  -1.9350
C  3.6532  -2.2911  -2.2212
C  3.8866  -3.5678  -2.7082
C  2.8054  -4.4154  -2.9137
C  1.5131  -3.9892  -2.6458
H  -1.0763  -7.0868  -1.1422
H  -1.4330  -7.0235  0.6068
H  0.0641  -6.3007  -0.0228
H  -3.1950  -5.9919  -1.7623
H  -3.6268  -4.4112  -1.0586
H  -3.7014  -5.8624  -0.0538
H  -2.1207  -2.7096  -1.3657
H  -1.8991  -2.3211  0.7548
H  1.5128  -1.7587  3.3446
H  0.9517  -1.4247  5.7277
H  -1.3580  -1.8967  6.5340
H  -3.0475  -2.7588  4.9432
H  -2.4526  -3.1768  2.6027
H  -0.1047  -5.1934  2.5762
H  1.6092  -6.9517  2.7214
H  3.8211  -6.6329  1.6464
H  4.3021  -4.5026  0.4621
H  2.5750  -2.7270  0.3717
H  -1.9180  -3.9030  -3.3900
H  -2.6676  -3.6713  -5.7199
H  -1.8943  -1.7677  -7.1018
H  -0.3703  -0.0789  -6.1028
H  0.3484  -0.3075  -3.7435
H  2.2056  -0.8805  -1.5383
H  4.4772  -1.6060  -2.0542
H  4.8954  -3.8973  -2.9321
H  2.9680  -5.4162  -3.2992
H  0.6904  -4.6607  -2.8352
Cl  4.4568  2.1215  -1.1885
C  2.8428  2.7189  -1.4435
C  2.6708  3.9780  -2.0434
C  1.4202  4.4708  -2.2805
Cl  1.2529  6.0533  -3.0173
C  0.2656  3.7220  -1.9504
C  -1.0742  4.1074  -2.1829
C  -2.0853  3.2656  -1.8227
C  -1.7922  2.0253  -1.2229
N  -0.5597  1.6498  -0.9974
C  0.4614  2.4682  -1.3434
C  1.7670  1.9342  -1.0555
O  1.8596  0.7769  -0.4918
H  3.5430  4.5524  -2.3228
H  -1.2797  5.0630  -2.6470
H  -3.1177  3.5473  -1.9811
H  -2.5686  1.3386  -0.8966
O  2.2121  0.3988  2.4629
C  1.1785  1.0234  2.5749
N  0.8646  1.7757  3.6946
C  -0.3570  2.5153  3.5333
C  -0.7277  2.0977  2.0823
O  -1.6232  2.6587  1.4824
N  0.1376  1.1441  1.6379
C  -0.0905  4.0271  3.6119
C  -0.1567  4.6918  4.8345
C  0.1317  6.0484  4.9263
C  0.4812  6.7635  3.7898
C  0.5612  6.1078  2.5686
C  0.2860  4.7502  2.4806
C  -1.4660  2.0967  4.4979
C  -2.7934  2.4115  4.2160
C  -3.7900  2.1268  5.1373
C  -3.4778  1.5327  6.3547
C  -2.1608  1.1965  6.6293
C  -1.1640  1.4673  5.6992
H  1.5433  1.9359  4.4147
H  -0.4473  4.1419  5.7215
H  0.0781  6.5450  5.8883
H  0.6942  7.8249  3.8568
H  0.8371  6.6556  1.6746
H  0.3548  4.2537  1.5203
H  -3.0382  2.8583  3.2610
H  -4.8192  2.3714  4.8996
H  -4.2584  1.3229  7.0774
H  -1.9009  0.7206  7.5684
H  -0.1414  1.1730  5.9043
S  -3.0420  -0.0703  1.2709
C  -4.3858  -1.1688  1.3380
C  -5.0967  -1.3670  2.5434
C  -6.1849  -2.2234  2.6153
C  -6.6147  -2.9327  1.4952
C  -5.9271  -2.7583  0.2995
C  -4.8395  -1.8982  0.2198
H  -4.7594  -0.8250  3.4203
H  -6.7131  -2.3382  3.5579
H  -7.4666  -3.6006  1.5554
H  -6.2464  -3.2981  -0.5872
H  -4.3166  -1.7618  -0.7208

E_LUMO, eV: 3.81
M, g/mol: 1065.02
Frontier orbital gap, eV: 5.38
Relative energy (zero: lowest compared OMol25 entry of this formula, charge and spin), eV: 0.0495
Total charge: -2


# 3
Here is a structure of composition C61H57ClN5O4SSbSn at a distorted geometry from the OMol25 dataset. Energies are from ωB97M-V/def2-TZVPD.

Geometry (Å):
Sn  0.3080  -0.5253  -0.3914
C  0.2100  -0.0033  -5.2214
C  -0.0696  -0.0607  -3.7467
N  0.8286  -0.1621  -2.8493
N  2.1488  -0.1833  -3.2453
C  2.8529  -0.5904  -2.2230
O  2.3987  -0.9877  -1.1038
C  4.3439  -0.6132  -2.3941
C  4.9812  0.1414  -3.3755
C  6.3636  0.1198  -3.4836
C  7.1198  -0.6651  -2.6208
C  6.4863  -1.4235  -1.6448
C  5.1031  -1.3922  -1.5263
C  -1.4766  -0.0033  -3.2662
C  -2.5439  0.2110  -4.1321
C  -3.8282  0.2804  -3.6069
C  -4.0089  0.1406  -2.2451
C  -2.8821  -0.0794  -1.4584
N  -1.6592  -0.1591  -1.9533
H  1.2816  0.0514  -5.3873
H  -0.2751  0.8626  -5.6770
H  -0.1823  -0.8999  -5.7102
H  4.3765  0.7522  -4.0334
H  6.8540  0.7251  -4.2371
H  8.2003  -0.6832  -2.7085
H  7.0712  -2.0370  -0.9694
H  4.5842  -1.9580  -0.7620
H  -2.3799  0.3378  -5.1937
H  -4.6744  0.4657  -4.2579
H  -4.9837  0.2271  -1.7841
H  -2.9721  -0.1761  -0.3838
C  1.7219  0.7621  3.9334
C  1.4292  -0.1654  2.7717
O  1.8697  0.1379  1.6452
C  0.9228  -1.5270  3.1143
C  1.2384  -2.6530  2.1858
C  1.8571  -3.8768  2.8012
N  0.9741  -2.5465  0.9425
N  1.3202  -3.6102  0.1109
C  0.7899  -3.4389  -1.0766
O  0.0036  -2.5141  -1.4628
C  1.1847  -4.4511  -2.1072
C  1.7020  -3.9959  -3.3173
C  2.0764  -4.9003  -4.2996
C  1.9157  -6.2657  -4.0913
C  1.3866  -6.7203  -2.8910
C  1.0280  -5.8151  -1.8997
H  2.7775  0.6339  4.2005
H  1.0942  0.5474  4.7965
H  1.5694  1.7927  3.6153
H  1.0790  -1.7962  4.1577
H  2.5719  -3.5882  3.5746
H  2.3415  -4.4831  2.0406
H  1.0780  -4.4786  3.2804
H  1.8034  -2.9276  -3.4776
H  2.4910  -4.5381  -5.2330
H  2.2019  -6.9717  -4.8624
H  1.2512  -7.7830  -2.7261
H  0.6302  -6.1583  -0.9527
Cl  -8.1820  3.1310  -1.9173
C  -6.4550  3.1102  -1.5380
C  -5.5311  3.6668  -2.4227
C  -4.1852  3.6473  -2.1411
C  -3.6419  3.0746  -0.9269
C  -2.2968  3.0616  -0.6385
C  -4.6516  2.5004  -0.0605
C  -5.9942  2.5211  -0.3597
H  -5.8821  4.1100  -3.3495
H  -3.4918  4.0780  -2.8578
H  -1.9063  2.6256  0.2751
H  -1.5749  3.4550  -1.3463
H  -4.3284  2.0199  0.8573
H  -6.7035  2.0707  0.3275
S  -0.7181  -0.7079  2.9109
Sb  -4.9615  -0.4874  5.6373
C  -4.5451  1.2427  4.4535
C  -5.6105  2.0859  4.1403
C  -5.4318  3.1649  3.2830
C  -4.1810  3.4191  2.7389
C  -3.1105  2.5976  3.0627
C  -3.2879  1.5140  3.9143
C  -2.9437  -0.9394  6.1888
C  -2.4373  -2.2332  6.0967
C  -1.1310  -2.5133  6.4746
C  -0.3155  -1.5022  6.9612
C  -0.8143  -0.2120  7.0743
C  -2.1205  0.0644  6.6949
C  -5.1175  -1.8412  3.9857
C  -6.3759  -2.3364  3.6499
C  -6.5476  -3.1309  2.5222
C  -5.4571  -3.4422  1.7231
C  -4.1971  -2.9597  2.0534
C  -4.0273  -2.1625  3.1771
H  -6.5992  1.8878  4.5442
H  -6.2763  3.7883  3.0149
H  -4.0441  4.2296  2.0343
H  -2.1399  2.7676  2.6127
H  -2.4338  0.8732  4.1087
H  -3.0515  -3.0289  5.6900
H  -0.7431  -3.5194  6.3653
H  0.7110  -1.7149  7.2361
H  -0.1788  0.5864  7.4392
H  -2.4853  1.0841  6.7606
H  -7.2373  -2.0941  4.2646
H  -7.5347  -3.4947  2.2619
H  -5.5888  -4.0511  0.8369
H  -3.3394  -3.1832  1.4300
H  -3.0308  -1.7912  3.3962
C  6.9655  4.7402  -3.5779
C  5.8553  4.0503  -2.8308
C  4.5618  4.0329  -3.3286
C  3.5164  3.4051  -2.6541
C  2.1492  3.4086  -3.2799
C  3.8004  2.7686  -1.4350
C  2.7515  2.0347  -0.6817
O  1.5748  2.0562  -0.9561
C  5.1089  2.7594  -0.9243
C  5.4591  2.0478  0.3604
C  6.1129  3.4110  -1.6241
H  6.6070  5.1571  -4.5192
H  7.7779  4.0450  -3.8015
H  7.3877  5.5554  -2.9859
H  4.3511  4.5171  -4.2770
H  2.1783  3.9538  -4.2248
H  1.4034  3.8571  -2.6258
H  1.8072  2.3880  -3.4609
H  3.0853  1.4142  0.1617
H  4.9156  2.4575  1.2137
H  6.5273  2.1433  0.5561
H  5.2199  0.9845  0.3055
H  7.1250  3.3989  -1.2302

E_LUMO, eV: 3.63
M, g/mol: 1232.15
Frontier orbital gap, eV: 3.88
Relative energy (zero: lowest compared OMol25 entry of this formula, charge and spin), eV: 0.0000
Total charge: -2